# 1
DFT (ωB97M-V/def2-TZVPD) results for the molecule C8H9BrN4S at a distorted geometry.

```
! RIJCOSX wB97M-V def2-TZVPD def2/J DEFGRID3
* xyz 0 1
C -0.77749 -0.44726 0.33545
C -0.67958 0.99122 -1.91350
C 0.23671 0.49870 0.12461
C -1.63232 0.00635 -1.69774
C 1.12937 0.84817 1.20100
C 1.81130 -0.14133 1.92875
C 1.22672 2.35963 1.52797
C 2.05877 -1.62438 1.46717
N 0.20183 1.25062 -0.95593
N -1.74400 -0.63101 -0.52927
N 1.61556 2.90265 2.64921
N -2.55355 -0.15389 -2.70907
S 2.51822 0.29662 3.45040
Br 3.27452 -1.48857 4.55814
H -0.98224 -0.85394 1.36975
H -0.70918 1.73614 -2.68994
H 1.67478 2.82672 0.70134
H 0.13372 2.49987 1.52572
H 1.60883 -1.86664 0.59312
H 1.70529 -2.39733 2.30953
H 3.14508 -1.58120 1.31102
H -2.40813 0.34759 -3.56429
H -3.35369 -0.65261 -2.43736
*
```

Values from the calculation:
HOMO (spin up / spin down) in eV: -7.79 / -7.87
Relative energy (zero: lowest compared OMol25 entry of this formula, charge and spin) in kcal/mol: 49.0
E in a.u.: -3501.27776
M in g mol⁻¹: 273.16

Atom charges from the Löwdin analysis, given in e for atoms 1 to 8:
1 C -0.08
2 C -0.07
3 C -0.30
4 C -0.37
5 C -0.22
6 C -0.60
7 C -0.39
8 C -0.12


# 2
DFT (ωB97M-V/def2-TZVPD) results for a cluster of 2 separate species, C5H12O3 in total at a distorted geometry.

```
! RIJCOSX wB97M-V def2-TZVPD def2/J DEFGRID3
* xyz 1 2
O 2.51709 2.94940 -0.23054
C 1.77328 2.30046 0.43350
C 0.27636 2.19787 0.25625
C 0.06624 1.12753 -0.87571
C -0.06074 -0.37455 -0.59842
C 1.19420 -0.98907 -0.01650
O 1.19535 -0.73430 1.42154
H 2.25967 1.59183 1.14950
H -0.19642 1.90746 1.18591
H -0.04513 3.14268 -0.17521
H -0.71167 1.58012 -1.48707
H 0.87480 1.22562 -1.61209
H -0.36097 -0.77494 -1.56525
H -0.95139 -0.51202 0.01373
H 1.11186 -2.06637 0.08927
H 2.09854 -0.58016 -0.46009
H 1.39806 0.12745 1.71896
H -3.62516 -3.84211 -0.28147
H -4.32531 -4.42030 0.90124
O -4.48869 -3.85663 0.13247
*
```

Values from the calculation:
<S²>: 0.7574
HOMO (spin up / spin down) in eV: -13.51 / -13.51
Relative energy (zero: lowest compared OMol25 entry of this formula, charge and spin) in kcal/mol: 59.8
E in a.u.: -423.01107
M in g mol⁻¹: 120.15

Atom charges from the Löwdin analysis, given in e for atoms 1 to 8:
1 O 0.37
2 C -0.07
3 C -0.04
4 C -0.15
5 C -0.16
6 C -0.18
7 O -0.06
8 H 0.20